48
Properties=species:S:1:pos:R:3:nbo_charge:R:1 method="wB97M-V/def2-TZVPD" homo_lumo_gap_ev=9.774 smiles="O=C(CN1C(=O)[C@@H]2[C@H](C1=O)[C@H]1C=C[C@@H]2C1)Nc1cccc2c1CCCC2" lumo_energy_ev=0.77 e_above_lowest_kj_mol=53.2
O -1.33 1.25 -0.91 -0.62
C -0.93 0.47 -0.07 0.69
N -1.73 -0.44 0.50 -0.62
C -1.38 -1.54 1.33 0.11
C -0.51 -2.50 0.83 -0.23
C -0.16 -3.58 1.63 -0.21
C -0.70 -3.69 2.90 -0.19
C -1.58 -2.74 3.39 -0.03
C -1.94 -1.66 2.60 0.04
C -2.88 -0.58 3.09 -0.43
C -3.64 -0.99 4.34 -0.39
C -2.69 -1.61 5.35 -0.39
C -2.15 -2.92 4.78 -0.42
H -1.37 -3.33 5.43 0.22
H -2.95 -3.65 4.73 0.21
H -3.20 -1.81 6.30 0.21
H -1.86 -0.92 5.54 0.20
H -4.14 -0.12 4.77 0.21
H -4.42 -1.72 4.08 0.20
H -3.59 -0.32 2.30 0.21
H -2.29 0.32 3.29 0.22
H -0.43 -4.53 3.53 0.21
H 0.52 -4.33 1.26 0.22
H -0.11 -2.40 -0.16 0.25
H -2.70 -0.39 0.21 0.41
C 0.52 0.52 0.42 -0.34
N 1.37 0.86 -0.69 -0.47
C 1.48 0.04 -1.79 0.72
O 1.00 -1.07 -1.86 -0.59
C 2.27 0.77 -2.84 -0.31
H 3.14 0.18 -3.15 0.25
C 2.60 2.13 -2.21 -0.32
C 1.98 2.09 -0.84 0.73
O 1.99 2.94 0.01 -0.57
H 3.66 2.37 -2.14 0.25
C 1.86 3.14 -3.14 -0.25
C 2.60 3.06 -4.45 -0.19
C 2.32 1.88 -5.00 -0.18
H 2.71 1.46 -5.91 0.22
C 1.39 1.16 -4.06 -0.25
H 0.83 0.32 -4.47 0.24
C 0.60 2.34 -3.49 -0.41
H -0.01 2.83 -4.25 0.22
H -0.04 2.09 -2.64 0.24
H 3.27 3.82 -4.81 0.22
H 1.73 4.12 -2.70 0.24
H 0.61 1.34 1.15 0.27
H 0.83 -0.42 0.88 0.24

49
Properties=species:S:1:pos:R:3:nbo_charge:R:1 method="wB97M-V/def2-TZVPD" homo_lumo_gap_ev=8.554 smiles="C[C@@H](O)[C@H](N[C@H]1COCc2cc(C#Cc3ccccc3)ccc21)C(=O)NO" lumo_energy_ev=0.34 e_above_lowest_kj_mol=805.0
O -0.76 5.97 -2.12 -0.64
C 1.41 -3.66 2.08 0.00
C 0.85 -2.83 1.40 0.01
O 0.79 5.30 -4.04 -0.56
O -1.42 0.09 -3.64 -0.52
O -1.16 3.04 1.29 -0.71
C -0.70 4.77 -2.19 0.63
C 3.70 -6.73 3.67 -0.21
C 2.85 -6.06 4.52 -0.21
C 3.88 -6.35 2.38 -0.22
C 2.18 -4.95 3.98 -0.17
C 3.11 -5.42 1.78 -0.17
C -0.67 -0.97 1.35 -0.21
C 0.09 -1.91 -0.75 -0.17
C -1.40 0.01 0.67 -0.14
C 2.29 -4.64 2.62 -0.13
C 0.04 -1.88 0.68 -0.11
C -0.67 -0.86 -1.50 -0.02
C -1.41 0.06 -0.73 -0.06
N 0.14 4.34 -3.18 -0.34
N -1.22 2.35 -1.58 -0.67
C -0.82 -0.99 -2.96 -0.10
C -2.54 0.67 -2.88 -0.06
C -2.11 1.21 -1.45 -0.09
C -1.00 5.43 0.89 -0.64
C -1.41 3.77 -1.11 -0.12
C -0.77 4.00 0.29 0.09
H 0.89 6.23 -3.68 0.51
H -2.15 3.20 1.43 0.46
H 4.28 -7.63 3.98 0.22
H 2.73 -6.42 5.53 0.22
H 4.50 -7.01 1.69 0.21
H 1.38 -4.47 4.58 0.22
H 3.09 -5.28 0.64 0.23
H -0.69 -0.81 2.40 0.23
H 0.55 -2.89 -1.17 0.23
H -1.99 0.74 1.25 0.22
H -0.25 3.48 -3.52 0.41
H -0.23 2.12 -1.28 0.38
H -1.18 -1.99 -3.14 0.18
H 0.18 -1.01 -3.33 0.20
H -3.38 -0.15 -2.70 0.16
H -2.90 1.47 -3.46 0.20
H -3.05 1.48 -0.94 0.20
H -2.05 5.73 0.89 0.21
H -0.56 5.35 1.91 0.22
H -0.31 6.12 0.31 0.24
H -2.47 4.00 -0.98 0.21
H 0.35 3.98 0.13 0.18

53
Properties=species:S:1:pos:R:3:lowdin_spin:R:1 method="wB97M-V/def2-TZVPD" homo_lumo_gap_ev="6.539 / 6.362" spin_multiplicity=2 lumo_energy_ev="-0.89 / -1.11" e_above_lowest_kj_mol=32.2
Re -0.76 0.19 -0.01 0.70
C -0.98 -2.81 -1.50 0.00
C 0.43 -2.47 -1.13 0.01
C 1.44 -3.42 -1.42 0.00
C 2.74 -3.15 -1.14 0.01
C 3.09 -1.92 -0.56 0.00
C 4.42 -1.57 -0.24 0.00
C 4.69 -0.37 0.34 0.00
C 3.64 0.53 0.63 0.00
C 2.34 0.22 0.32 0.00
S 1.01 1.31 0.72 0.00
C 2.04 -1.02 -0.29 0.00
N 0.73 -1.31 -0.57 0.00
H -1.02 -3.81 -1.91 0.00
H -1.35 -2.11 -2.26 0.00
H -1.65 -2.74 -0.65 0.00
H 1.15 -4.36 -1.87 0.00
H 3.52 -3.88 -1.37 0.00
H 5.22 -2.27 -0.45 0.00
H 5.71 -0.10 0.59 0.00
H 3.85 1.49 1.10 0.00
O -0.16 4.01 -2.62 0.00
C -0.92 3.84 -1.43 0.00
C -2.29 3.29 -1.79 0.00
C -3.03 4.39 -2.58 0.00
O -4.31 4.01 -3.03 0.00
C -3.10 3.03 -0.53 0.02
Se -2.84 1.35 0.45 0.20
C -2.22 2.05 -2.70 0.01
Se -0.78 0.77 -2.35 0.00
H 0.77 4.03 -2.39 0.00
H -1.05 4.81 -0.92 0.00
H -0.42 3.16 -0.74 0.00
H -2.40 4.72 -3.41 0.00
H -3.18 5.25 -1.92 0.00
H -4.22 3.46 -3.81 0.00
H -4.16 2.99 -0.80 0.00
H -2.97 3.85 0.17 0.00
H -1.99 2.36 -3.72 0.00
H -3.16 1.51 -2.68 0.00
O -2.54 -2.83 2.27 0.00
C -1.58 -2.11 2.12 0.00
O -1.45 -1.25 1.15 0.02
C -0.42 -2.13 3.10 0.00
C -0.56 -2.83 4.28 0.00
C 0.52 -2.87 5.15 0.00
C 1.69 -2.22 4.79 0.00
C 1.73 -1.56 3.58 0.00
N 0.69 -1.50 2.74 0.00
H -1.50 -3.33 4.49 0.00
H 0.45 -3.41 6.09 0.00
H 2.55 -2.23 5.44 0.00
H 2.62 -1.04 3.26 0.00

54
Properties=species:S:1:pos:R:3:nbo_charge:R:1 method="wB97M-V/def2-TZVPD" homo_lumo_gap_ev=8.340 smiles="Cc1ccc(S(=O)(=O)N2CCOCC2)cc1C(=O)OCC(=O)Nc1ccc2c(c1)OCO2" lumo_energy_ev=0.33 e_above_lowest_kj_mol=40.5
C 4.27 2.68 0.86 -0.64
C 3.95 1.36 0.24 0.05
C 4.86 0.31 0.35 -0.21
C 4.59 -0.93 -0.20 -0.16
C 3.40 -1.13 -0.88 -0.35
C 2.49 -0.11 -1.01 -0.13
C 2.75 1.14 -0.45 -0.11
C 1.71 2.19 -0.56 0.78
O 1.54 3.10 0.21 -0.59
O 0.94 2.00 -1.65 -0.49
C -0.23 2.78 -1.70 -0.18
H 0.00 3.83 -1.47 0.22
H -0.63 2.68 -2.71 0.22
C -1.24 2.23 -0.67 0.67
O -1.01 1.23 -0.04 -0.60
N -2.36 2.99 -0.60 -0.59
C -3.50 2.81 0.21 0.15
C -4.52 3.74 0.10 -0.25
C -5.69 3.64 0.85 -0.24
C -5.79 2.57 1.70 0.20
C -4.77 1.63 1.81 0.32
C -3.61 1.71 1.08 -0.32
H -2.83 0.99 1.17 0.27
O -5.13 0.67 2.72 -0.49
C -6.41 1.04 3.18 0.24
O -6.82 2.23 2.54 -0.48
H -6.37 1.20 4.27 0.16
H -7.12 0.23 2.96 0.16
H -6.48 4.37 0.77 0.23
H -4.41 4.58 -0.58 0.21
H -2.40 3.82 -1.18 0.40
H 1.56 -0.29 -1.53 0.25
S 3.00 -2.72 -1.58 2.32
O 2.83 -2.59 -3.00 -0.94
O 3.97 -3.68 -1.11 -0.95
N 1.49 -2.95 -0.91 -0.68
C 1.51 -3.40 0.47 -0.26
H 2.36 -2.91 0.96 0.22
C 1.65 -4.92 0.55 -0.09
H 1.52 -5.27 1.58 0.20
O 0.64 -5.56 -0.21 -0.52
C 0.70 -5.18 -1.56 -0.09
H -0.09 -5.72 -2.07 0.20
C 0.52 -3.66 -1.71 -0.26
H 0.67 -3.36 -2.75 0.24
H -0.48 -3.37 -1.38 0.21
H 1.68 -5.46 -1.99 0.17
H 2.64 -5.21 0.18 0.19
H 0.58 -3.07 0.94 0.21
H 5.29 -1.76 -0.12 0.25
H 5.79 0.47 0.87 0.22
H 3.56 2.89 1.66 0.25
H 4.17 3.48 0.13 0.23
H 5.28 2.69 1.26 0.21

51
Properties=species:S:1:pos:R:3:nbo_charge:R:1 method="wB97M-V/def2-TZVPD" homo_lumo_gap_ev=8.080 lumo_energy_ev=-6.33 charge=+2 e_above_lowest_kj_mol=73.9
Y -0.59 1.41 0.46 2.20
O -3.61 1.41 3.95 -0.61
C -2.61 1.36 3.12 0.82
O -2.66 1.78 1.96 -0.67
C -1.35 0.77 3.64 0.07
C -1.19 0.09 4.84 -0.16
C 0.08 -0.40 5.16 -0.12
C 1.13 -0.19 4.28 -0.16
C 0.87 0.48 3.09 0.12
N -0.34 0.92 2.77 -0.54
C 1.89 0.61 1.94 0.76
O 2.87 -0.10 1.95 -0.61
O 1.52 1.38 0.98 -0.86
H -4.41 1.85 3.59 0.54
H -2.03 -0.06 5.49 0.26
H 0.22 -0.96 6.07 0.26
H 2.13 -0.54 4.48 0.27
C -1.00 4.17 -3.87 -0.10
C 0.23 4.04 -3.26 -0.22
C 0.32 3.38 -2.05 0.05
N -0.74 2.85 -1.43 -0.63
C -1.94 2.99 -2.02 0.06
C -2.11 3.64 -3.23 -0.22
H -1.11 4.69 -4.82 0.25
H 1.12 4.45 -3.72 0.25
H 1.28 3.27 -1.55 0.22
H -2.80 2.57 -1.50 0.21
H -3.10 3.72 -3.66 0.25
C 2.90 -2.08 -2.44 -0.42
N 2.68 -1.97 -0.99 -0.34
C 2.80 -3.26 -0.29 -0.42
C 1.49 -1.16 -0.60 -0.23
C 0.05 -1.55 -0.92 -0.06
C -0.32 -2.74 -1.52 -0.23
C -1.65 -3.07 -1.69 -0.17
C -2.63 -2.20 -1.28 -0.22
C -2.27 -0.99 -0.71 -0.14
C -0.94 -0.61 -0.50 -0.67
H 3.88 -2.51 -2.63 0.24
H 2.85 -1.09 -2.90 0.23
H 2.15 -2.71 -2.91 0.24
H 3.46 -1.41 -0.63 0.45
H 1.98 -3.93 -0.55 0.24
H 2.78 -3.08 0.78 0.24
H 3.74 -3.73 -0.55 0.24
H 1.67 -0.14 -0.99 0.23
H 1.56 -1.11 0.50 0.24
H 0.42 -3.45 -1.87 0.20
H -1.91 -4.02 -2.15 0.24
H -3.67 -2.46 -1.40 0.23
H -3.08 -0.32 -0.41 0.19